*i*
Density functional theory data (ωB97M-V/def2-TZVPD) for 12 unconnected molecules or ions with the total composition C48H132N12O12.

XYZ file:
```
204
Properties=species:S:1:pos:R:3:mulliken_charge:R:1
C 2.996 -4.967 0.730 -0.63
O 2.347 -5.031 1.924 0.06
C 3.229 -5.084 3.102 -0.96
C 2.257 -5.267 4.302 0.94
C 1.553 -4.021 4.722 -0.95
N 3.041 -5.755 5.453 -0.74
H 3.665 -5.876 0.564 0.32
H 3.705 -4.167 0.539 0.21
H 2.235 -4.919 -0.071 -0.01
H 3.867 -5.956 2.938 0.43
H 3.879 -4.208 3.091 0.27
H 1.569 -6.063 4.001 -0.10
H 0.835 -4.352 5.425 0.36
H 1.036 -3.627 3.864 -0.14
H 2.303 -3.387 5.201 0.39
H 3.565 -5.009 5.872 0.29
H 3.703 -6.469 5.063 0.28
C -3.339 2.967 3.714 -0.78
O -2.226 2.197 4.108 -0.39
C -2.288 0.827 3.709 -0.13
C -1.292 0.026 4.545 2.26
C -1.669 0.023 6.037 -1.85
N 0.097 0.511 4.402 -0.47
H -3.080 4.045 3.652 0.32
H -4.146 2.888 4.468 0.30
H -3.706 2.721 2.770 0.30
H -3.242 0.326 3.810 0.58
H -2.034 0.731 2.717 -0.25
H -1.313 -1.022 4.206 -1.31
H -1.522 1.051 6.392 0.44
H -1.028 -0.686 6.601 0.39
H -2.711 -0.241 6.153 0.35
H 0.190 1.447 4.734 0.35
H 0.239 0.476 3.410 -0.09
C -6.281 4.927 1.777 -1.02
O -5.254 4.656 0.820 -0.04
C -5.119 5.484 -0.306 -1.19
C -3.660 5.826 -0.624 0.36
C -2.949 4.623 -1.157 0.72
N -2.973 6.500 0.429 -0.67
H -5.892 5.745 2.397 0.37
H -6.381 4.063 2.370 0.25
H -7.209 5.238 1.398 0.38
H -5.550 4.958 -1.202 0.32
H -5.753 6.401 -0.250 0.50
H -3.668 6.495 -1.473 0.28
H -1.948 4.959 -1.410 -0.77
H -3.401 4.142 -2.055 0.42
H -2.913 3.896 -0.321 -0.38
H -2.017 6.578 0.087 0.34
H -3.071 5.969 1.262 0.25
C -1.181 -6.809 2.048 -0.58
O -1.748 -6.765 0.801 -0.43
C -0.820 -6.230 -0.138 -0.10
C -1.279 -6.409 -1.573 0.92
C -1.672 -7.800 -1.947 -1.73
N -0.192 -6.027 -2.508 -0.58
H -0.354 -7.548 2.114 0.36
H -2.072 -7.118 2.657 0.34
H -0.823 -5.819 2.383 0.06
H -0.616 -5.176 0.130 -0.12
H 0.155 -6.722 -0.069 0.53
H -2.185 -5.825 -1.737 -0.02
H -1.699 -7.848 -3.016 0.51
H -2.673 -8.037 -1.540 0.27
H -0.914 -8.466 -1.494 0.33
H 0.665 -6.480 -2.293 0.29
H 0.051 -5.033 -2.438 -0.01
C 6.507 3.076 2.743 -0.74
O 5.147 2.717 2.728 -0.28
C 4.945 1.298 2.930 -1.16
C 3.537 0.823 2.815 0.40
C 3.392 -0.714 2.972 -0.70
N 2.869 1.218 1.581 0.01
H 7.071 2.537 2.000 0.30
H 6.895 2.715 3.712 0.31
H 6.517 4.172 2.689 0.23
H 5.527 0.820 2.154 0.29
H 5.334 0.895 3.836 0.48
H 2.999 1.338 3.541 0.31
H 2.369 -1.051 3.003 -0.05
H 3.905 -1.060 3.874 0.54
H 3.863 -1.174 2.048 0.02
H 3.130 2.106 1.269 0.33
H 3.020 0.605 0.799 -0.35
C 2.216 -2.108 -2.725 -0.69
O 0.911 -2.659 -2.914 -0.19
C 0.140 -1.864 -3.837 -0.80
C -1.289 -2.436 -4.183 -0.01
C -2.060 -2.851 -2.997 0.67
N -1.210 -3.356 -5.266 -0.82
H 2.865 -2.873 -2.236 0.19
H 2.278 -1.200 -2.125 0.15
H 2.714 -1.877 -3.647 0.49
H 0.025 -0.824 -3.471 0.08
H 0.636 -1.868 -4.805 0.61
H -1.725 -1.561 -4.676 0.54
H -2.606 -3.750 -3.325 0.73
H -2.785 -2.073 -2.629 -0.95
H -1.366 -3.150 -2.126 -0.59
H -2.052 -3.339 -5.792 0.29
H -1.085 -4.317 -4.933 0.26
C 4.983 4.850 -2.617 -0.76
O 3.761 5.153 -3.234 -0.38
C 3.079 3.971 -3.615 -1.52
C 1.840 4.300 -4.427 3.04
C 1.047 3.112 -4.892 -1.16
N 2.248 5.113 -5.591 -0.79
H 5.652 4.337 -3.279 0.35
H 4.835 4.182 -1.747 0.23
H 5.404 5.804 -2.227 0.24
H 3.584 3.432 -4.323 0.80
H 2.848 3.428 -2.717 0.42
H 1.154 4.927 -3.815 -1.95
H 0.075 3.497 -5.233 0.46
H 0.931 2.452 -4.081 -0.05
H 1.600 2.567 -5.669 0.41
H 2.924 5.804 -5.260 0.29
H 1.403 5.538 -6.014 0.35
C -3.799 -3.903 0.651 -0.94
O -3.324 -3.417 1.876 0.59
C -4.120 -3.875 2.958 -1.27
C -3.649 -3.189 4.294 1.63
C -2.182 -3.487 4.589 -0.78
N -4.645 -3.404 5.347 -0.76
H -4.035 -4.969 0.677 0.42
H -3.135 -3.650 -0.201 0.06
H -4.707 -3.332 0.388 0.28
H -5.132 -3.512 2.786 0.30
H -4.089 -4.976 2.931 0.24
H -3.607 -2.140 3.928 -0.79
H -1.615 -3.021 3.757 -0.45
H -1.989 -4.525 4.774 0.50
H -2.032 -2.849 5.452 0.47
H -5.396 -2.727 5.177 0.31
H -4.218 -3.189 6.263 0.31
C 1.136 5.715 -1.031 -0.61
O -0.122 6.223 -1.299 -0.05
C -0.084 7.534 -1.837 -0.71
C 0.179 7.515 -3.306 1.18
C 0.125 8.821 -3.991 -1.99
N -0.685 6.612 -3.997 -0.46
H 1.469 6.011 0.000 0.20
H 1.884 6.077 -1.743 0.43
H 1.115 4.643 -1.205 -0.13
H -1.125 7.909 -1.718 0.36
H 0.569 8.188 -1.204 0.36
H 1.172 7.110 -3.529 -0.13
H -0.802 9.301 -3.858 0.43
H 0.258 8.690 -5.053 0.43
H 0.929 9.457 -3.607 0.36
H -1.654 6.825 -3.837 0.30
H -0.542 5.629 -3.795 0.09
C -0.506 -1.530 1.056 -0.27
O -1.081 -0.284 0.728 1.35
C -0.424 0.240 -0.372 -0.20
C -0.860 1.665 -0.610 1.33
C -0.447 2.069 -2.040 -1.63
N -0.071 2.571 0.186 -0.06
H 0.576 -1.403 1.195 0.06
H -0.658 -2.262 0.218 -0.17
H -0.977 -1.890 1.977 -0.55
H 0.663 0.293 -0.116 -0.39
H -0.670 -0.364 -1.219 -0.10
H -1.953 1.723 -0.431 -0.59
H -1.035 1.407 -2.669 0.47
H 0.598 1.921 -2.152 0.22
H -0.574 3.100 -2.346 0.07
H -0.438 3.496 0.243 0.18
H 0.299 2.243 1.142 0.03
C 4.703 0.077 -2.004 -0.87
O 5.122 -1.098 -1.303 0.14
C 6.354 -1.600 -1.822 -0.82
C 6.686 -2.950 -1.236 0.77
C 7.093 -2.940 0.246 -1.32
N 7.759 -3.664 -1.990 -0.71
H 5.521 0.816 -2.044 0.49
H 3.860 0.533 -1.450 -0.18
H 4.451 -0.211 -3.038 0.41
H 6.207 -1.691 -2.909 0.31
H 7.198 -0.867 -1.693 0.26
H 5.826 -3.616 -1.410 0.11
H 6.243 -2.631 0.823 0.17
H 7.912 -2.224 0.499 0.36
H 7.437 -3.927 0.510 0.40
H 7.437 -3.811 -2.984 0.27
H 8.612 -3.134 -2.066 0.26
C -4.613 0.049 -3.586 -0.42
O -5.166 0.835 -2.584 -0.49
C -4.605 0.680 -1.285 0.03
C -5.010 -0.575 -0.528 1.22
C -6.451 -0.604 -0.157 -1.91
N -4.151 -0.602 0.698 -0.18
H -4.928 -1.015 -3.632 0.23
H -3.526 0.091 -3.620 0.04
H -4.970 0.417 -4.550 0.40
H -3.526 0.814 -1.437 -0.17
H -5.027 1.524 -0.703 0.23
H -4.778 -1.483 -1.162 -0.10
H -6.714 -1.547 0.290 0.42
H -7.018 -0.507 -1.037 0.44
H -6.687 0.246 0.494 0.33
H -3.293 -0.084 0.702 -0.06
H -3.865 -1.555 1.012 -0.05
```

Values from the calculation:
highest occupied orbital energy: -8.7 eV
SMILES: COC[C@H](C)N.COC[C@H](C)N.COC[C@H](C)N.COC[C@H](C)N.COC[C@H](C)N.COC[C@H](C)N.COC[C@H](C)N.COC[C@H](C)N.COC[C@H](C)N.COC[C@H](C)N.COC[C@H](C)N.COC[C@H](C)N
Kohn-Sham gap: 9.1051 eV
E_LUMO: 0.40 eV

---

*ii*
Density functional theory data (ωB97M-V/def2-TZVPD) for 12 unconnected molecules or ions with the total composition C48H132N12O12.

XYZ file:
```
204
Properties=species:S:1:pos:R:3:mulliken_charge:R:1
C -20.845 -22.192 10.203 -0.77
O -19.861 -22.984 10.831 0.09
C -20.152 -24.338 11.136 -0.55
C -19.046 -24.906 11.975 0.12
C -18.958 -24.234 13.353 -1.11
N -17.757 -24.751 11.316 -0.26
H -20.565 -21.066 10.188 0.02
H -21.780 -22.289 10.723 0.53
H -20.961 -22.623 9.154 0.12
H -21.118 -24.411 11.637 0.41
H -20.234 -24.879 10.202 0.12
H -19.301 -25.997 12.053 0.47
H -18.210 -24.781 13.952 0.34
H -19.904 -24.218 13.911 0.41
H -18.602 -23.230 13.167 -0.04
H -17.806 -25.172 10.400 0.37
H -17.648 -23.724 11.178 -0.30
C -14.889 -22.484 12.535 -0.67
O -15.797 -21.546 12.015 0.65
C -16.371 -20.647 13.021 -1.77
C -17.559 -19.778 12.477 1.57
C -17.943 -18.756 13.490 -2.05
N -18.753 -20.459 11.988 0.19
H -14.059 -21.974 13.113 0.15
H -14.531 -23.068 11.680 0.08
H -15.387 -23.236 13.224 0.23
H -16.823 -21.208 13.843 0.50
H -15.611 -20.084 13.509 0.64
H -17.183 -19.282 11.647 -0.37
H -18.673 -18.053 13.094 0.43
H -17.048 -18.284 13.821 0.44
H -18.414 -19.095 14.361 0.51
H -19.495 -20.731 12.654 0.37
H -18.538 -21.375 11.553 -1.00
C -12.644 -27.128 12.909 -0.96
O -12.770 -26.474 11.631 0.09
C -12.670 -27.356 10.520 -0.72
C -13.995 -27.945 10.021 0.37
C -13.725 -29.005 8.967 -1.60
N -14.924 -26.939 9.469 -0.20
H -13.576 -27.660 12.971 0.35
H -12.614 -26.300 13.617 0.12
H -11.713 -27.608 12.921 0.42
H -12.227 -26.887 9.658 0.12
H -11.992 -28.241 10.682 0.43
H -14.452 -28.445 10.901 0.34
H -14.712 -29.469 8.727 0.33
H -12.983 -29.689 9.359 0.48
H -13.256 -28.532 8.066 0.31
H -15.002 -26.100 10.120 0.06
H -14.503 -26.634 8.572 0.05
C -10.936 -15.752 12.083 -0.85
O -12.006 -16.741 11.992 -0.17
C -12.987 -16.275 11.056 -1.08
C -14.179 -17.229 11.099 1.02
C -14.008 -18.528 10.424 -0.03
N -15.310 -16.531 10.407 -0.61
H -10.039 -16.227 12.519 0.23
H -11.268 -14.927 12.736 0.34
H -10.659 -15.254 11.105 0.29
H -13.334 -15.247 11.378 0.34
H -12.508 -16.208 10.064 0.39
H -14.477 -17.441 12.115 0.14
H -13.902 -18.423 9.332 -0.24
H -14.898 -19.135 10.554 -0.42
H -13.139 -19.011 10.844 0.42
H -15.796 -15.903 11.085 0.33
H -16.051 -17.169 10.094 -0.09
C -17.864 -28.650 4.263 -0.68
O -18.594 -28.044 5.313 -0.36
C -17.801 -26.974 5.896 -0.68
C -18.627 -26.387 7.150 -0.07
C -19.734 -25.459 6.768 -1.31
N -17.760 -25.693 8.083 0.26
H -17.717 -27.907 3.451 0.29
H -18.393 -29.558 3.999 0.27
H -16.787 -28.935 4.584 0.23
H -16.885 -27.447 6.292 0.47
H -17.509 -26.190 5.134 0.33
H -19.017 -27.311 7.600 0.53
H -20.414 -25.308 7.602 0.26
H -20.308 -25.789 5.897 0.52
H -19.242 -24.505 6.475 0.12
H -17.081 -25.095 7.543 -0.39
H -17.173 -26.423 8.617 0.22
C -11.003 -20.986 8.214 -0.11
O -11.164 -20.611 6.858 -0.18
C -11.682 -19.318 6.676 -0.21
C -11.860 -19.135 5.140 2.47
C -10.625 -19.056 4.287 -1.71
N -12.569 -17.933 4.888 -0.75
H -11.965 -20.930 8.770 -0.02
H -10.312 -20.392 8.766 0.57
H -10.541 -21.980 8.209 -0.37
H -12.667 -19.324 7.195 -0.16
H -10.989 -18.495 6.983 0.20
H -12.597 -19.874 4.851 -1.42
H -10.137 -20.045 4.441 0.27
H -10.006 -18.263 4.634 0.50
H -10.904 -18.850 3.273 0.44
H -13.325 -17.918 5.551 0.15
H -11.951 -17.176 5.132 0.31
C -9.947 -25.008 8.851 -0.11
O -8.536 -24.802 8.776 -0.43
C -7.894 -24.276 9.872 -1.05
C -8.261 -22.791 9.972 2.00
C -7.654 -21.928 8.809 -1.66
N -7.689 -22.367 11.252 -0.82
H -10.254 -25.477 7.908 0.24
H -10.607 -24.132 9.001 -0.15
H -10.226 -25.696 9.678 0.23
H -8.131 -24.774 10.849 0.32
H -6.896 -24.423 9.664 0.38
H -9.372 -22.719 9.917 -0.70
H -8.280 -21.918 7.983 0.39
H -6.546 -22.095 8.705 0.30
H -7.745 -20.885 9.086 0.48
H -8.165 -22.630 12.094 0.18
H -7.728 -21.337 11.274 0.34
C -19.218 -21.379 5.774 -0.14
O -20.303 -21.890 6.552 0.50
C -21.511 -22.188 5.799 -1.19
C -22.191 -20.905 5.329 0.64
C -22.796 -20.039 6.412 -1.39
N -23.302 -21.311 4.513 -0.71
H -19.470 -20.378 5.380 0.12
H -18.961 -21.923 4.908 0.51
H -18.366 -21.412 6.456 -0.59
H -21.223 -22.865 4.967 0.43
H -22.234 -22.654 6.498 0.24
H -21.520 -20.339 4.744 0.37
H -23.384 -19.324 5.872 0.51
H -22.019 -19.577 7.049 0.12
H -23.482 -20.644 7.023 0.33
H -23.028 -21.871 3.714 0.22
H -23.810 -20.518 4.202 0.23
C -17.649 -21.741 9.112 0.86
O -16.665 -21.191 8.265 0.58
C -15.330 -21.593 8.437 0.73
C -15.162 -23.096 8.161 3.13
C -13.779 -23.546 8.250 -0.78
N -15.741 -23.556 6.906 -0.46
H -18.621 -21.273 8.976 -0.93
H -17.368 -21.561 10.132 -0.07
H -17.762 -22.815 8.919 0.15
H -14.766 -20.975 7.634 -0.56
H -15.055 -21.360 9.516 -0.58
H -15.775 -23.576 8.955 -1.19
H -13.237 -23.330 9.155 -0.59
H -13.220 -23.045 7.444 0.06
H -13.605 -24.600 8.204 0.16
H -15.163 -23.439 6.087 -0.19
H -16.649 -23.142 6.729 -0.12
C -14.426 -21.666 3.887 -0.77
O -13.520 -22.522 4.589 -0.08
C -12.402 -23.043 3.757 -1.07
C -11.759 -24.038 4.686 1.58
C -10.505 -24.690 4.108 -1.64
N -12.632 -25.054 5.186 -0.41
H -15.314 -21.660 4.477 0.00
H -14.584 -22.137 2.897 0.42
H -14.006 -20.695 3.649 0.27
H -12.786 -23.492 2.823 0.42
H -11.735 -22.246 3.430 0.26
H -11.498 -23.509 5.578 -0.39
H -10.714 -25.188 3.125 0.37
H -10.057 -25.389 4.808 0.40
H -9.758 -23.945 3.903 0.40
H -13.463 -24.650 5.556 0.01
H -12.923 -25.847 4.645 0.25
C -19.080 -18.336 9.396 -0.09
O -18.199 -17.650 8.503 -0.43
C -17.977 -18.334 7.291 0.58
C -16.741 -17.862 6.485 -0.09
C -16.637 -18.739 5.286 -1.08
N -15.542 -17.902 7.288 -0.11
H -20.048 -17.800 9.287 0.39
H -18.803 -18.194 10.416 -0.05
H -19.227 -19.355 9.034 -0.08
H -17.935 -19.429 7.522 -0.70
H -18.861 -18.136 6.575 0.24
H -16.840 -16.788 6.247 0.54
H -16.414 -19.803 5.544 -0.22
H -15.885 -18.449 4.499 0.40
H -17.588 -18.814 4.754 0.52
H -15.527 -17.179 8.024 0.35
H -15.522 -18.756 7.874 -0.44
C -11.802 -19.508 14.403 -0.56
O -12.018 -20.915 14.252 -0.35
C -11.481 -21.414 13.028 -0.46
C -11.363 -22.964 13.211 0.35
C -10.177 -23.333 14.159 -1.40
N -11.138 -23.614 11.905 0.38
H -12.541 -19.213 15.216 0.25
H -11.910 -18.973 13.459 0.15
H -10.787 -19.324 14.825 0.33
H -12.165 -21.162 12.192 -0.04
H -10.468 -20.975 12.842 0.63
H -12.255 -23.379 13.667 0.22
H -10.214 -24.391 14.159 0.44
H -10.208 -22.889 15.150 0.33
H -9.317 -23.026 13.601 0.19
H -11.857 -23.307 11.260 -0.36
H -11.255 -24.618 11.989 -0.01
```

Values from the calculation:
highest occupied orbital energy: -8.8 eV
SMILES: COC[C@H](C)N.COC[C@H](C)N.COC[C@H](C)N.COC[C@H](C)N.COC[C@H](C)N.COC[C@H](C)N.COC[C@H](C)N.COC[C@H](C)N.COC[C@H](C)N.COC[C@H](C)N.COC[C@H](C)N.COC[C@H](C)N
Kohn-Sham gap: 9.3627 eV
E_LUMO: 0.61 eV

---

*iii*
Density functional theory data (ωB97M-V/def2-TZVPD) for 12 unconnected molecules or ions with the total composition C48H132N12O12.

XYZ file:
```
204
Properties=species:S:1:pos:R:3:mulliken_charge:R:1
C 2.689 2.146 3.714 -1.00
O 1.327 2.416 3.844 0.14
C 1.098 3.230 4.988 -1.68
C -0.380 3.472 5.177 2.47
C -0.989 4.361 4.092 -1.55
N -0.681 4.079 6.469 -0.78
H 3.291 3.053 3.845 0.36
H 2.961 1.724 2.745 0.16
H 3.020 1.414 4.465 0.36
H 1.537 2.687 5.835 0.55
H 1.609 4.197 4.911 0.46
H -0.832 2.484 5.008 -1.11
H -1.974 4.740 4.357 0.60
H -0.957 3.831 3.142 0.11
H -0.399 5.279 3.996 0.41
H -0.102 3.696 7.214 0.36
H -1.615 3.873 6.806 0.33
C 1.691 1.754 -6.863 -0.75
O 0.856 2.302 -5.826 -0.28
C -0.465 1.770 -5.857 -0.19
C -1.276 2.341 -4.696 0.30
C -0.827 1.851 -3.335 -0.97
N -2.694 2.004 -4.943 -0.77
H 2.376 1.057 -6.373 0.16
H 2.279 2.646 -7.078 0.16
H 1.155 1.315 -7.702 0.47
H -0.853 1.974 -6.861 0.46
H -0.370 0.674 -5.807 -0.30
H -1.155 3.426 -4.640 0.32
H -0.938 0.776 -3.166 0.28
H -1.374 2.395 -2.564 0.40
H 0.244 2.047 -3.216 0.10
H -2.696 0.985 -4.950 0.28
H -3.229 2.246 -4.114 0.32
C 1.722 -0.768 -0.320 -0.62
O 0.447 -0.262 -0.031 -0.02
C 0.287 0.477 1.160 -0.94
C -1.186 0.724 1.421 2.26
C -1.754 1.784 0.475 -1.74
N -1.387 1.027 2.843 1.67
H 1.810 -1.030 -1.375 -0.14
H 1.978 -1.707 0.190 0.21
H 2.447 -0.001 -0.034 0.56
H 0.819 -0.095 1.930 0.20
H 0.755 1.473 1.210 0.32
H -1.744 -0.203 1.250 -0.94
H -1.329 2.761 0.703 0.43
H -2.844 1.737 0.547 0.23
H -1.614 1.494 -0.570 0.14
H -0.727 1.739 3.138 -1.11
H -2.379 1.304 2.951 -0.23
C -6.386 1.512 7.595 -0.90
O -5.516 2.158 6.674 -0.34
C -5.556 1.583 5.392 -0.80
C -4.430 2.212 4.557 1.31
C -4.929 3.562 4.031 -1.71
N -4.141 1.377 3.397 -0.52
H -7.374 1.981 7.505 0.35
H -6.173 1.764 8.634 0.29
H -6.517 0.438 7.465 0.34
H -5.263 0.534 5.554 0.45
H -6.497 1.679 4.838 0.40
H -3.571 2.360 5.213 -0.71
H -5.245 4.219 4.843 0.39
H -5.810 3.436 3.399 0.49
H -4.094 4.012 3.501 0.20
H -4.046 0.398 3.679 0.16
H -5.008 1.302 2.863 0.32
C -1.438 10.206 -0.637 -0.79
O -1.091 8.850 -0.417 -0.28
C -1.747 8.309 0.703 -0.77
C -1.576 6.794 0.625 0.32
C -2.357 6.109 1.733 -0.88
N -0.166 6.384 0.808 -0.64
H -2.523 10.318 -0.736 0.31
H -0.969 10.567 -1.548 0.27
H -1.186 10.906 0.165 0.31
H -1.356 8.620 1.680 0.35
H -2.815 8.559 0.688 0.44
H -1.964 6.366 -0.302 0.33
H -3.437 6.312 1.680 0.43
H -2.065 6.519 2.705 0.27
H -2.388 5.026 1.829 -0.27
H 0.243 6.753 -0.058 0.32
H 0.247 7.053 1.460 0.29
C -3.395 -4.714 3.111 -1.12
O -2.474 -3.865 2.403 -0.03
C -1.552 -4.667 1.649 -0.99
C -1.481 -4.196 0.183 0.80
C -0.356 -4.841 -0.616 -1.45
N -1.470 -2.723 0.116 0.04
H -4.202 -4.959 2.421 0.29
H -3.770 -4.183 3.988 0.31
H -2.978 -5.604 3.586 0.42
H -0.589 -4.656 2.174 0.17
H -1.936 -5.689 1.610 0.55
H -2.426 -4.526 -0.265 0.10
H -0.512 -4.763 -1.689 0.32
H -0.412 -5.892 -0.315 0.46
H 0.613 -4.441 -0.312 0.20
H -0.530 -2.397 0.352 -0.17
H -1.947 -2.488 0.986 -0.13
C -4.613 -1.314 0.616 -0.27
O -5.906 -1.814 0.237 -0.43
C -5.835 -3.159 -0.226 -0.24
C -7.189 -3.534 -0.840 0.50
C -7.079 -4.801 -1.672 -1.52
N -7.807 -2.451 -1.599 -0.79
H -4.623 -0.227 0.654 0.08
H -3.989 -1.570 -0.245 0.43
H -4.257 -1.799 1.525 0.01
H -5.055 -3.314 -0.984 0.29
H -5.511 -3.722 0.658 -0.03
H -7.912 -3.745 -0.047 0.28
H -6.375 -4.629 -2.489 0.36
H -8.080 -5.014 -2.043 0.38
H -6.751 -5.652 -1.074 0.34
H -7.823 -1.710 -0.897 0.33
H -7.274 -1.992 -2.332 0.25
C 0.568 -2.130 -4.950 -0.53
O 0.414 -3.443 -5.417 -0.35
C 0.370 -3.561 -6.840 -0.90
C -0.996 -3.106 -7.372 1.13
C -2.125 -4.061 -7.070 -1.62
N -0.942 -3.055 -8.870 -0.83
H 1.388 -1.586 -5.425 0.29
H 0.892 -2.207 -3.904 -0.01
H -0.306 -1.487 -4.799 0.32
H 1.191 -2.987 -7.282 0.38
H 0.528 -4.628 -7.002 0.33
H -1.175 -2.084 -7.034 0.04
H -2.597 -3.766 -6.126 0.34
H -1.883 -5.113 -6.908 0.32
H -2.911 -4.018 -7.822 0.49
H 0.008 -2.791 -9.131 0.26
H -1.002 -4.025 -9.173 0.28
C -2.406 0.431 6.960 -0.02
O -1.135 -0.088 7.349 -0.52
C -0.283 -0.495 6.302 -0.21
C -0.560 -1.766 5.532 0.70
C 0.667 -2.171 4.716 -0.97
N -1.720 -1.670 4.638 -0.27
H -2.160 1.455 6.657 -0.19
H -2.998 0.523 7.870 0.28
H -2.928 -0.147 6.199 0.17
H -0.201 0.304 5.547 -0.27
H 0.706 -0.477 6.762 0.40
H -0.837 -2.617 6.168 0.37
H 0.855 -1.292 4.080 -0.10
H 0.637 -2.976 3.981 0.15
H 1.607 -2.305 5.261 0.43
H -1.598 -0.831 4.062 -0.06
H -1.715 -2.413 3.946 0.07
C 3.692 -3.501 -2.193 0.16
O 4.514 -2.656 -2.961 0.18
C 5.782 -3.219 -3.297 -1.34
C 6.751 -2.045 -3.671 0.90
C 8.051 -2.674 -4.138 -1.42
N 6.846 -1.065 -2.599 -0.69
H 4.171 -3.556 -1.205 -0.32
H 3.675 -4.503 -2.633 0.48
H 2.689 -3.114 -2.025 -0.29
H 6.152 -3.790 -2.439 0.40
H 5.610 -3.810 -4.200 0.44
H 6.204 -1.600 -4.511 0.06
H 8.486 -3.310 -3.365 0.29
H 8.761 -1.853 -4.258 0.40
H 7.838 -3.200 -5.065 0.36
H 6.431 -1.564 -1.813 0.10
H 6.170 -0.325 -2.748 0.36
C 3.471 -0.043 -4.042 -0.42
O 4.261 0.929 -4.710 -0.45
C 4.050 2.198 -4.092 -0.36
C 4.494 3.391 -4.919 1.08
C 5.889 3.242 -5.514 -1.60
N 4.457 4.568 -4.026 -0.76
H 4.009 -0.173 -3.092 0.22
H 3.391 -0.968 -4.600 0.35
H 2.498 0.263 -3.635 0.16
H 3.017 2.386 -3.787 -0.27
H 4.707 2.201 -3.212 0.43
H 3.766 3.443 -5.739 -0.09
H 6.075 4.081 -6.191 0.45
H 5.962 2.323 -6.095 0.36
H 6.676 3.294 -4.760 0.36
H 4.923 5.316 -4.535 0.30
H 3.473 4.837 -4.087 0.29
C 8.165 -5.141 1.407 -0.82
O 6.910 -4.568 1.110 -0.22
C 6.152 -4.299 2.264 -0.98
C 4.806 -3.655 1.875 0.49
C 5.059 -2.201 1.479 -0.61
N 3.884 -3.756 2.993 -0.46
H 8.768 -4.448 1.998 0.33
H 8.762 -5.281 0.504 0.23
H 8.033 -6.138 1.836 0.32
H 5.937 -5.299 2.688 0.44
H 6.667 -3.874 3.138 0.45
H 4.608 -4.157 0.927 -0.02
H 5.343 -1.571 2.319 0.44
H 4.165 -1.840 0.961 -0.30
H 5.778 -2.128 0.658 0.21
H 4.348 -3.784 3.892 0.27
H 3.336 -4.607 2.955 0.28
```

Values from the calculation:
highest occupied orbital energy: -8.5 eV
SMILES: COC[C@H](C)N.COC[C@H](C)N.COC[C@H](C)N.COC[C@H](C)N.COC[C@H](C)N.COC[C@H](C)N.COC[C@H](C)N.COC[C@H](C)N.COC[C@H](C)N.COC[C@H](C)N.COC[C@H](C)N.COC[C@H](C)N
Kohn-Sham gap: 8.9668 eV
E_LUMO: 0.49 eV

---

Out of the structures above, which one is the least stable? Solution: *iii*.